1.
DFT (ωB97M-V/def2-TZVPD) results for 13 unconnected molecules or ions with the total composition H26O13 at a distorted geometry.

energy above the lowest of the compared OMol25 structures with the same formula, charge and spin = 363.8 kJ/mol
E_LUMO = -1.1 eV
E_HOMO = -9.26 eV

```
! RIJCOSX wB97M-V def2-TZVPD def2/J DEFGRID3
* xyz 0 1
O -1.08 3.48 1.76
H -0.23 3.35 1.33
H -1.75 3.26 1.11
O 1.34 0.25 3.21
H 0.56 -0.36 3.26
H 1.91 0.03 3.93
O -1.14 -3.25 0.88
H -0.99 -3.81 0.10
H -0.41 -2.70 1.05
O 0.10 -1.82 -1.56
H -0.85 -2.09 -1.63
H 0.51 -2.65 -1.45
O -2.13 0.12 -1.70
H -2.51 -0.80 -1.99
H -2.56 0.70 -2.32
O -0.06 -0.58 -3.87
H 0.04 -0.97 -3.03
H 0.19 -1.30 -4.42
O -2.48 3.00 -0.32
H -3.17 2.34 -0.33
H -1.83 2.76 -0.95
O -2.31 0.24 1.62
H -1.74 -0.21 2.24
H -1.63 0.54 1.05
O 2.81 -0.02 0.67
H 2.18 0.60 0.97
H 2.39 -0.85 1.00
O -0.05 0.62 0.13
H 0.35 -0.22 0.36
H -0.42 0.55 -0.77
O 1.17 -2.01 1.44
H 1.61 -2.35 2.25
H 1.44 -2.57 0.69
O 2.53 -0.53 -2.21
H 2.68 -0.07 -1.37
H 1.80 -1.09 -1.94
O 1.21 3.13 0.53
H 1.84 2.95 -0.16
H 0.67 2.35 0.43
*
```

=====

2.
DFT (ωB97M-V/def2-TZVPD) results for 2 unconnected molecules or ions with the total composition C16H22O6 at a distorted geometry.

E_LUMO = 3.8 eV
E_HOMO = 1.35 eV

```
! RIJCOSX wB97M-V def2-TZVPD def2/J DEFGRID3
* xyz -2 1
C 2.93 -2.31 2.07
C 2.68 -2.16 0.55
C 1.27 -1.63 0.22
C 1.22 -0.69 -1.01
C 1.32 0.75 -0.69
C 0.24 1.54 -0.62
C -1.14 0.98 -0.83
C -1.59 0.23 0.44
C -3.01 0.60 0.89
C -4.00 -0.28 0.09
C -3.12 0.21 2.37
C 0.30 2.96 -0.31
O -0.68 3.63 -0.11
C 1.64 3.58 -0.28
O 1.74 4.94 -0.21
C 2.70 2.83 -0.33
C 2.63 1.37 -0.45
O 3.65 0.73 -0.35
H 1.99 -2.22 2.61
H 3.59 -1.50 2.40
H 3.34 -3.29 2.29
H 3.42 -1.51 0.08
H 2.80 -3.15 0.12
H 0.78 -1.22 1.10
H 0.69 -2.51 -0.06
H 2.07 -0.94 -1.63
H 0.35 -0.94 -1.61
H -1.16 0.33 -1.71
H -1.81 1.81 -1.04
H -0.92 0.48 1.26
H -1.49 -0.84 0.28
H -3.21 1.66 0.76
H -5.00 0.16 0.15
H -3.66 -0.41 -0.93
H -3.98 -1.27 0.55
H -4.16 0.23 2.70
H -2.74 -0.81 2.45
H -2.48 0.84 2.98
H 1.72 5.22 0.71
H 3.66 3.32 -0.32
C -0.64 -2.72 -3.67
O -0.76 -3.85 -4.21
O 0.52 -2.19 -3.41
O -1.65 -2.00 -3.29
*
```

=====

3.
DFT (ωB97M-V/def2-TZVPD) results for a single C4H9NO2S molecule at a distorted geometry.

energy above the lowest of the compared OMol25 structures with the same formula, charge and spin = 429.2 kJ/mol
E_LUMO = 0.6 eV
E_HOMO = -9.44 eV

```
! RIJCOSX wB97M-V def2-TZVPD def2/J DEFGRID3
* xyz 0 1
O -2.10 0.22 1.25
S -1.85 -0.02 -0.15
N -1.29 -1.29 -0.76
C 0.05 -1.71 -0.21
C 0.91 -0.72 0.54
C 1.23 0.65 -0.16
C 0.13 1.77 -0.04
O -1.11 1.33 -0.71
H -3.00 0.09 -1.01
H 0.70 -2.17 -0.93
H -0.09 -2.64 0.38
H 1.79 -1.15 0.85
H 0.53 -0.35 1.41
H 2.04 1.17 0.32
H 1.34 0.31 -1.13
H 0.12 1.86 1.05
H 0.58 2.66 -0.69
*
```

=====

- Which formula does entry 3 have?
  C4H9NO2S

=====

- Look up the E_HOMO of the first one.
  -9.26 eV

=====

- Among the records above, which one has the highest E_LUMO?
  C16H22O6

=====

- Which formula does entry 3 have?
  C4H9NO2S